(P)
This record from the Open Molecules 2025 dataset describes one molecule with the formula C6H11NO2S. The level of theory is ωB97M-V/def2-TZVPD.

Values from the calculation:
Kohn-Sham gap: 0.3512 hartree
HOMO level: -0.3586 Ha

ORCA input file:
```
! RIJCOSX wB97M-V def2-TZVPD def2/J DEFGRID3
* xyz 0 1
C 0.41 -0.22 -0.66
C -0.81 -0.48 0.17
C 0.61 1.75 -2.16
C -0.51 -0.51 2.71
C 0.06 0.34 -2.06
C -0.93 0.33 1.47
N 0.82 -2.42 1.37
O 1.19 -1.44 -0.96
O -1.63 -1.31 -0.18
S 1.16 -2.72 0.01
H 1.10 0.41 -0.10
H 0.18 2.22 -3.05
H 1.61 1.70 -2.28
H 0.39 2.34 -1.35
H 0.42 -0.94 2.60
H -1.06 -1.30 3.14
H -0.39 0.16 3.49
H 0.63 -0.26 -2.84
H -1.01 0.35 -2.25
H -0.33 1.32 1.37
H -1.91 0.68 1.58
*
```


(Q)
This record from the Open Molecules 2025 dataset describes one molecule with the formula C6H11NO2S. The level of theory is ωB97M-V/def2-TZVPD.

Values from the calculation:
Kohn-Sham gap: 0.3807 hartree
HOMO level: -0.3549 Ha
SMILES: C#CC(C)(C)NS(C)(=O)=O

ORCA input file:
```
! RIJCOSX wB97M-V def2-TZVPD def2/J DEFGRID3
* xyz 0 1
C -0.52 1.94 -1.52
C -0.43 0.77 -1.23
C -1.74 -1.15 -0.87
C 0.53 -1.37 -1.61
C 0.64 1.54 2.50
C -0.35 -0.55 -0.72
N 0.00 -0.48 0.69
O 1.85 1.36 0.20
O 2.20 -0.44 1.94
S 1.39 0.51 1.24
H -0.53 2.99 -1.95
H -1.70 -2.31 -1.02
H -2.34 -0.96 0.06
H -2.20 -0.70 -1.63
H 0.54 -2.37 -1.21
H -0.06 -1.60 -2.61
H 1.49 -0.98 -1.86
H 0.27 0.89 3.36
H 1.35 2.18 2.99
H -0.23 2.02 2.09
H -0.13 -1.29 1.17
*
```


(R)
This record from the Open Molecules 2025 dataset describes one molecule with the formula C6H11NO2S. The level of theory is ωB97M-V/def2-TZVPD.

Values from the calculation:
Kohn-Sham gap (alpha / beta): 0.2900 / 0.2362 hartree
HOMO level (alpha / beta): -0.3093 / -0.2751 Ha

ORCA input file:
```
! RIJCOSX wB97M-V def2-TZVPD def2/J DEFGRID3
* xyz 0 1
C -2.71 -0.19 0.16
C -2.11 -1.56 0.39
C 0.15 -0.30 0.27
C 2.13 1.06 0.72
C 2.26 -0.60 -1.21
C 1.34 0.34 -0.38
N -1.91 0.67 -0.62
O -3.82 0.12 0.58
O -2.27 2.00 -0.40
S -0.52 -1.74 -0.44
H -2.20 -1.92 1.47
H -2.82 -2.25 -0.09
H -0.29 0.11 1.20
H 1.91 2.06 0.94
H 3.19 1.02 0.47
H 2.09 0.61 1.69
H 2.43 -1.35 -0.51
H 3.20 -0.06 -1.53
H 1.88 -1.22 -2.00
H 0.85 1.07 -1.10
H -2.79 2.13 0.40
*
```


Of them, the most stable is (P) and the least stable is (R).


(P)
This record from the Open Molecules 2025 dataset describes C2H6FOPb as an isolated structure. The level of theory is ωB97M-V/def2-TZVPD.

Values from the calculation:
Kohn-Sham gap: 0.0790 hartree
HOMO level: -0.4092 Ha

ORCA input file:
```
! RIJCOSX wB97M-V def2-TZVPD def2/J DEFGRID3
* xyz 1 1
Pb 27.10 -10.22 13.11
F 28.29 -7.03 14.95
C 30.43 -0.90 14.09
C 30.42 -2.36 14.50
O 29.22 -2.76 14.95
H 29.69 -0.68 13.32
H 31.45 -0.72 13.74
H 30.22 -0.24 14.93
H 31.20 -2.52 15.24
H 30.74 -3.06 13.73
H 29.07 -3.67 14.68
*
```


(Q)
This record from the Open Molecules 2025 dataset describes C2H6FOPb as an isolated structure. The level of theory is ωB97M-V/def2-TZVPD.

Values from the calculation:
Kohn-Sham gap: 0.1501 hartree
HOMO level: -0.4553 Ha

ORCA input file:
```
! RIJCOSX wB97M-V def2-TZVPD def2/J DEFGRID3
* xyz 1 1
Pb 13.49 -11.66 -4.53
F 14.54 -13.05 -2.60
C 14.72 -11.00 1.85
C 14.22 -11.37 0.43
O 14.36 -12.82 0.35
H 15.78 -11.21 1.94
H 14.23 -11.61 2.61
H 14.51 -9.97 2.14
H 14.84 -10.78 -0.23
H 13.20 -11.07 0.19
H 14.65 -13.00 -0.55
*
```


Of them, the most stable is (Q) and the least stable is (P).


(P)
This record from the Open Molecules 2025 dataset describes C3H4N2OS as an isolated structure. The level of theory is ωB97M-V/def2-TZVPD.

Values from the calculation:
Kohn-Sham gap: 0.3262 hartree
HOMO level: -0.3124 Ha

ORCA input file:
```
! RIJCOSX wB97M-V def2-TZVPD def2/J DEFGRID3
* xyz 0 1
C 0.94 -0.07 0.08
C -0.55 1.34 -0.11
C -1.15 0.14 -0.19
H 2.38 -1.56 0.93
H 2.82 -0.14 0.01
H -1.22 2.31 0.15
H -2.98 -1.41 -0.90
N 2.10 -0.81 -0.11
N 0.82 1.30 0.05
O -0.19 -0.86 -0.03
S -2.96 -0.24 0.12
*
```


(Q)
This record from the Open Molecules 2025 dataset describes one molecule with the formula C3H4N2OS. The level of theory is ωB97M-V/def2-TZVPD.

Values from the calculation:
Kohn-Sham gap: 0.3479 hartree
HOMO level: -0.3537 Ha
SMILES: C=N/N=C\SC=O

ORCA input file:
```
! RIJCOSX wB97M-V def2-TZVPD def2/J DEFGRID3
* xyz 0 1
C 1.34 -2.68 -0.02
C 1.17 0.76 0.16
C -1.53 0.17 0.13
H 1.02 -3.63 -0.44
H 2.12 -2.70 0.91
H 1.87 1.40 0.70
H -1.11 -0.92 0.35
N 0.90 -1.49 -0.50
N 1.62 -0.42 0.16
O -2.71 0.70 0.19
S -0.36 1.51 -0.14
*
```


(R)
This record from the Open Molecules 2025 dataset describes one molecule with the formula C3H4N2OS. The level of theory is ωB97M-V/def2-TZVPD.

Values from the calculation:
Kohn-Sham gap: 0.3436 hartree
HOMO level: -0.3167 Ha
SMILES: [H]/N=c1\ccon1S

ORCA input file:
```
! RIJCOSX wB97M-V def2-TZVPD def2/J DEFGRID3
* xyz 0 1
C -1.57 -1.12 0.28
C -0.42 -1.87 0.10
C 0.64 -0.84 0.08
H 0.77 2.50 0.48
H -2.63 -1.50 0.50
H -0.22 -2.88 -0.19
H 2.21 -1.87 -0.16
N 0.00 0.39 0.27
N 1.91 -0.90 0.10
O -1.40 0.17 0.40
S 0.36 1.81 -0.58
*
```


(S)
This record from the Open Molecules 2025 dataset describes one molecule with the formula C3H4N2OS. The level of theory is ωB97M-V/def2-TZVPD.

Values from the calculation:
Kohn-Sham gap: 0.3186 hartree
HOMO level: -0.3252 Ha

ORCA input file:
```
! RIJCOSX wB97M-V def2-TZVPD def2/J DEFGRID3
* xyz 0 1
C -1.73 1.79 0.02
C 1.03 -0.68 -0.16
C 2.49 -0.58 -0.08
N -0.09 -0.57 0.12
N -1.29 -0.83 0.19
O -3.76 -0.32 0.05
S -2.44 0.37 -0.08
H -2.61 2.49 0.11
H 2.95 -0.18 0.94
H 2.65 0.17 -0.92
H 2.80 -1.66 -0.19
*
```


Of them, the most stable is (P) and the least stable is (S).


(P)
This record from the Open Molecules 2025 dataset describes one molecule with the formula C3H4N2OS. The level of theory is ωB97M-V/def2-TZVPD.

Values from the calculation:
Kohn-Sham gap: 0.2891 hartree
HOMO level: -0.2696 Ha

ORCA input file:
```
! RIJCOSX wB97M-V def2-TZVPD def2/J DEFGRID3
* xyz 0 1
C 0.46 0.46 -1.18
C 0.67 -0.81 -1.47
C -0.09 -0.78 0.98
N -0.38 -0.62 2.13
N 0.14 0.94 -0.07
O -0.86 1.95 0.04
S 0.58 -1.89 -0.10
H 0.18 1.15 -1.97
H 1.10 -1.32 -2.30
H -0.62 -1.13 2.94
H -1.18 2.04 1.01
*
```


(Q)
This record from the Open Molecules 2025 dataset describes one molecule with the formula C3H4N2OS. The level of theory is ωB97M-V/def2-TZVPD.

Values from the calculation:
Kohn-Sham gap (alpha / beta): 0.2382 / 0.2376 hartree
HOMO level (alpha / beta): -0.2766 / -0.2756 Ha
SMILES: O/C=N/C=C\N=S

ORCA input file:
```
! RIJCOSX wB97M-V def2-TZVPD def2/J DEFGRID3
* xyz 0 1
C 0.40 -0.30 -0.87
C 1.58 0.04 -0.27
C -1.11 -0.18 0.89
N -0.79 -0.08 -0.29
N 1.37 0.44 1.01
O -2.07 0.46 1.48
S 2.24 0.91 2.22
H 0.39 -0.51 -1.84
H 2.58 0.09 -0.73
H -0.60 -0.80 1.59
H -2.55 1.08 0.78
*
```


(R)
This record from the Open Molecules 2025 dataset describes a 2-piece molecular cluster, C3H4N2OS overall. The level of theory is ωB97M-V/def2-TZVPD.

Values from the calculation:
Kohn-Sham gap (alpha / beta): 0.2686 / 0.2984 hartree
HOMO level (alpha / beta): -0.3593 / -0.3610 Ha

ORCA input file:
```
! RIJCOSX wB97M-V def2-TZVPD def2/J DEFGRID3
* xyz 0 1
C 0.58 0.91 0.36
C 0.71 -0.34 0.79
C 0.04 -0.43 -1.33
N -0.39 0.86 -0.75
N -0.18 -1.16 -0.05
O -1.83 0.50 2.51
S -1.66 -0.16 0.03
H 1.01 1.84 0.65
H 1.26 -0.80 1.58
H -0.63 -0.78 -2.12
H 1.08 -0.44 -1.67
*
```


Of them, the most stable is (Q) and the least stable is (R).


(P)
This record from the Open Molecules 2025 dataset describes C3H4N2OS as an isolated structure. The level of theory is ωB97M-V/def2-TZVPD.

Values from the calculation:
Kohn-Sham gap (alpha / beta): 0.2948 / 0.2949 hartree
HOMO level (alpha / beta): -0.3417 / -0.3418 Ha

ORCA input file:
```
! RIJCOSX wB97M-V def2-TZVPD def2/J DEFGRID3
* xyz 0 1
C 1.05 0.56 -1.96
C 1.03 -0.44 -0.24
C -0.15 -0.44 0.63
N 2.14 -1.02 -0.19
N 3.05 -0.86 -1.09
O 3.42 0.41 -3.33
S 2.69 0.35 -2.09
H 0.50 1.46 -2.06
H -0.61 -1.43 0.66
H -0.88 0.27 0.26
H 0.15 -0.18 1.64
*
```


(Q)
This record from the Open Molecules 2025 dataset describes one molecule with the formula C3H4N2OS. The level of theory is ωB97M-V/def2-TZVPD.

Values from the calculation:
Kohn-Sham gap: 0.3054 hartree
HOMO level: -0.3003 Ha
SMILES: OSc1cnc[nH]1

ORCA input file:
```
! RIJCOSX wB97M-V def2-TZVPD def2/J DEFGRID3
* xyz 0 1
C 0.41 -0.93 0.48
C 1.16 -0.61 -1.51
C -0.12 0.29 0.10
N 1.27 -1.38 -0.47
N 0.28 0.44 -1.22
O -1.34 0.84 2.34
S -1.17 1.55 0.81
H 0.20 -1.31 1.43
H 1.72 -0.68 -2.35
H -0.07 1.05 -1.98
H -2.33 0.73 2.37
*
```


(R)
This record from the Open Molecules 2025 dataset describes a 2-piece molecular cluster, C3H4N2OS overall. The level of theory is ωB97M-V/def2-TZVPD.

Values from the calculation:
Kohn-Sham gap: 0.2896 hartree
HOMO level: -0.3241 Ha

ORCA input file:
```
! RIJCOSX wB97M-V def2-TZVPD def2/J DEFGRID3
* xyz 0 1
C 0.50 -0.46 -0.42
C 3.00 -0.08 -0.02
C 1.70 -0.07 -0.05
N -0.66 -0.82 -0.75
N -3.88 -1.08 0.33
O -3.88 1.03 -1.06
S -3.51 0.35 0.22
H 3.68 0.38 0.62
H 3.49 -0.99 -0.58
H -1.45 -0.63 -0.14
H -4.24 -1.64 -0.57
*
```


Of them, the most stable is (Q) and the least stable is (P).


(P)
This record from the Open Molecules 2025 dataset describes one molecule with the formula C3H4N2OS. The level of theory is ωB97M-V/def2-TZVPD.

Values from the calculation:
Kohn-Sham gap: 0.3033 hartree
HOMO level: -0.3011 Ha
SMILES: Nn1ccc(=S)o1

ORCA input file:
```
! RIJCOSX wB97M-V def2-TZVPD def2/J DEFGRID3
* xyz 0 1
C 0.44 0.91 -0.10
C -0.92 1.14 -0.01
C -1.59 -0.08 -0.16
H 1.60 -0.97 1.14
H 1.99 -1.73 -0.36
H 1.19 1.65 -0.10
H -1.46 2.10 0.08
N 1.70 -0.99 0.10
N 0.67 -0.38 -0.35
O -0.59 -1.04 -0.21
S -3.02 -0.60 -0.02
*
```


(Q)
This record from the Open Molecules 2025 dataset describes a 2-piece molecular cluster, C3H4N2OS overall. The level of theory is ωB97M-V/def2-TZVPD.

Values from the calculation:
Kohn-Sham gap: 0.3265 hartree
HOMO level: -0.3066 Ha
SMILES: C#[N+][S-].CN=C=O

ORCA input file:
```
! RIJCOSX wB97M-V def2-TZVPD def2/J DEFGRID3
* xyz 0 1
C -0.25 1.04 -3.83
C -1.72 0.34 -0.46
C -0.55 1.53 1.42
N 0.48 0.75 -2.92
N -0.97 0.99 0.20
O -2.21 -0.21 -1.39
S 1.42 0.70 -1.70
H -1.02 1.41 -4.50
H -0.36 2.59 1.35
H -1.17 1.04 2.11
H 0.37 1.20 1.81
*
```


Of them, the most stable is (Q) and the least stable is (P).